The following is a DFT calculation (ωB97M-V with the def2-TZVPD basis set) of a single C12H23NOSi molecule.

Summary:
total charge = 0
Kohn-Sham gap = 10.90 eV
structure (SMILES) = C[Si](C)(C)O[C@@H](C#N)C1CCCCCC1

Bonds (Å) are listed after each position.
Positions of all 38 atoms, in Å:
1 H 0.62 2.83 -3.26  C7 1.110
2 C -0.42 1.72 -1.69  C7 1.524, H12 1.091, H32 1.096, C33 1.532
3 H -2.30 0.57 -0.22  C38 1.110
4 H -2.91 -0.68 3.86  C28 1.066
5 H 0.69 0.52 -0.34  C33 1.088
6 H 0.07 1.24 -3.76  C7 1.095
7 C 0.49 1.78 -2.91  H1 1.110, C2 1.524, H6 1.095, C24 1.552
8 C -0.30 -0.86 -1.63  C14 1.543, H19 1.106, H30 1.077, C33 1.548
9 N -0.78 2.74 1.52  C13 1.139
10 H -2.15 0.85 3.57  C28 1.089
11 H -1.50 -0.21 4.84  C28 1.085
12 H -0.23 2.62 -1.10  C2 1.091
13 C -1.13 1.78 1.01  N9 1.139, C38 1.420
14 C 0.69 -1.03 -2.79  C8 1.543, H25 1.138, H26 1.072, C29 1.535
15 H 1.53 -0.60 1.84  C18 1.081
16 H 2.66 1.70 -3.20  C24 1.096
17 H -1.55 -3.20 2.63  C35 1.094
18 C 0.96 -0.19 2.66  H15 1.081, H22 1.087, Si23 1.864, H34 1.094
19 H -0.15 -1.67 -0.90  C8 1.106
20 O -1.33 -0.64 1.08  Si23 1.679, C38 1.421
21 H 0.14 -3.15 2.24  C35 1.067
22 H 1.50 -0.45 3.57  C18 1.087
23 Si -0.75 -0.91 2.64  C18 1.864, O20 1.679, C28 1.876, C35 1.867
24 C 1.90 1.24 -2.56  C7 1.552, H16 1.096, C29 1.539, H36 1.091
25 H 0.91 -2.13 -2.99  C14 1.138
26 H 0.26 -0.67 -3.71  C14 1.072
27 H 2.71 -0.59 -3.38  C29 1.092
28 C -1.97 -0.18 3.87  H4 1.066, H10 1.089, H11 1.085, Si23 1.876
29 C 2.02 -0.30 -2.59  C14 1.535, C24 1.539, H27 1.092, H37 1.117
30 H -1.28 -1.06 -2.04  C8 1.077
31 H -0.29 -2.93 3.93  C35 1.091
32 H -1.47 1.78 -1.99  C2 1.096
33 C -0.28 0.47 -0.83  C2 1.532, H5 1.088, C8 1.548, C38 1.557
34 H 0.93 0.90 2.55  C18 1.094
35 C -0.59 -2.75 2.90  H17 1.094, H21 1.067, Si23 1.867, H31 1.091
36 H 2.16 1.56 -1.55  C24 1.091
37 H 2.47 -0.66 -1.63  C29 1.117
38 C -1.33 0.56 0.32  H3 1.110, C13 1.420, O20 1.421, C33 1.557